(1)
{"formula": "C14H17N3O2", "method": "ωB97M-V/def2-TZVPD", "homo_ev": -15.9, "orbital_gap_ev": 7.44, "e_tot_ha": -857.8697, "charge": 2, "e_lumo_ev": -8.4, "species": ["N", "C", "N", "C", "C", "C", "C", "C", "C", "N", "C", "C", "C", "O", "O", "C", "C", "C", "C", "H", "H", "H", "H", "H", "H", "H", "H", "H", "H", "H", "H", "H", "H", "H", "H", "H"], "positions_angstrom": [[6.03, -1.08, 0.32], [5.63, 0.18, -0.28], [4.16, 0.31, -0.23], [3.42, -0.40, -1.10], [2.05, -0.34, -1.08], [1.40, 0.47, -0.15], [-0.09, 0.54, -0.09], [-0.75, 1.12, 1.00], [-2.12, 1.14, 1.05], [-2.86, 0.61, 0.07], [-4.34, 0.60, 0.18], [-4.80, -0.66, 0.92], [-5.00, -1.87, 0.02], [-4.60, -2.96, 0.32], [-5.72, -1.61, -1.11], [-2.26, 0.08, -1.01], [-0.89, 0.02, -1.11], [2.20, 1.21, 0.73], [3.57, 1.11, 0.67], [5.31, -1.48, 0.91], [6.88, -0.98, 0.86], [6.07, 1.04, 0.21], [5.91, 0.22, -1.33], [3.96, -1.02, -1.79], [1.51, -0.94, -1.79], [-0.22, 1.55, 1.83], [-2.65, 1.57, 1.89], [-4.65, 1.50, 0.70], [-4.74, 0.61, -0.83], [-5.70, -0.46, 1.48], [-4.02, -0.96, 1.62], [-5.23, -1.92, -1.89], [-2.89, -0.32, -1.79], [-0.48, -0.43, -2.00], [1.75, 1.87, 1.45], [4.19, 1.66, 1.35]]}

=====

(2)
{"formula": "C35H38BrF11LuN9O8STe", "method": "ωB97M-V/def2-TZVPD", "homo_ev": -2.8, "orbital_gap_ev": 6.83, "e_tot_ha": -8025.7818, "charge": -2, "e_lumo_ev": 4.0, "species": ["Lu", "O", "C", "C", "C", "C", "C", "C", "C", "O", "N", "N", "C", "C", "Br", "C", "C", "C", "C", "C", "C", "C", "H", "H", "H", "H", "H", "H", "H", "H", "H", "H", "H", "H", "H", "H", "O", "C", "O", "C", "C", "N", "N", "C", "C", "O", "O", "H", "H", "H", "C", "N", "C", "S", "N", "C", "H", "H", "H", "H", "H", "H", "H", "H", "C", "N", "C", "C", "N", "N", "C", "C", "H", "H", "H", "H", "H", "H", "H", "H", "H", "H", "H", "H", "H", "F", "F", "C", "C", "F", "C", "F", "C", "O", "C", "F", "C", "F", "F", "Te", "F", "F", "F", "F", "O"], "positions_angstrom": [[-1.22, -0.49, -1.22], [2.30, -0.28, -4.31], [3.08, 0.80, -4.45], [3.80, 0.90, -5.65], [4.72, 1.91, -5.84], [4.94, 2.85, -4.85], [4.19, 2.79, -3.69], [3.24, 1.79, -3.48], [2.49, 1.87, -2.15], [1.12, 1.71, -2.16], [3.20, 0.99, -1.21], [2.56, 0.06, -0.54], [3.06, -0.41, 0.54], [2.40, -1.45, 1.28], [1.14, -2.46, 0.26], [2.64, -1.77, 2.56], [3.52, -1.06, 3.47], [4.15, -1.77, 4.50], [5.01, -1.13, 5.37], [5.24, 0.23, 5.26], [4.60, 0.95, 4.27], [3.74, 0.31, 3.39], [1.86, -0.27, -3.42], [3.60, 0.16, -6.41], [5.26, 1.96, -6.78], [5.68, 3.62, -4.98], [4.34, 3.53, -2.92], [2.58, 2.90, -1.78], [4.02, 1.42, -0.78], [4.02, -0.04, 0.93], [2.13, -2.63, 2.98], [3.97, -2.84, 4.59], [5.49, -1.70, 6.16], [5.91, 0.72, 5.94], [4.72, 2.02, 4.20], [3.21, 0.90, 2.66], [2.34, 3.87, 2.49], [2.01, 3.27, 3.61], [2.45, 3.63, 4.69], [1.11, 2.10, 3.52], [0.69, 1.37, 4.61], [-0.05, 0.35, 4.14], [-0.15, 0.37, 2.82], [0.53, 1.41, 2.40], [0.55, 1.72, 0.93], [1.30, 2.66, 0.55], [-0.18, 1.03, 0.19], [1.90, 3.41, 1.66], [0.88, 1.53, 5.65], [-0.57, -0.34, 4.66], [-2.69, 3.36, -1.16], [-2.52, 2.93, 0.21], [-2.38, 3.66, 1.31], [-2.32, 2.94, 2.82], [-2.33, 5.02, 1.33], [-2.39, 6.02, 0.29], [-3.13, 2.52, -1.70], [-1.74, 3.60, -1.64], [-3.38, 4.20, -1.23], [-2.46, 1.93, 0.32], [-2.25, 5.36, 2.28], [-1.83, 5.70, -0.59], [-1.94, 6.94, 0.66], [-3.43, 6.25, 0.01], [-0.68, -5.02, -2.81], [-2.10, -5.00, -2.55], [-2.55, -6.16, -1.79], [-2.57, -3.77, -2.00], [-1.85, -2.99, -1.29], [-3.88, -3.52, -2.24], [-4.53, -4.04, -3.41], [-4.46, -2.29, -1.74], [-0.46, -5.86, -3.48], [-0.07, -5.14, -1.91], [-0.40, -4.10, -3.30], [-2.02, -6.25, -0.83], [-2.36, -7.07, -2.37], [-3.61, -6.07, -1.59], [-0.95, -3.41, -1.06], [-3.92, -4.82, -3.86], [-4.68, -3.24, -4.14], [-5.51, -4.46, -3.14], [-3.91, -1.96, -0.86], [-5.50, -2.47, -1.48], [-4.40, -1.49, -2.48], [-2.97, 0.35, -1.16], [-4.42, -1.24, 5.62], [-3.75, -1.25, 4.44], [-4.27, -0.61, 3.31], [-5.46, 0.00, 3.40], [-3.58, -0.64, 2.12], [-4.13, -0.02, 1.05], [-2.32, -1.29, 1.93], [-1.69, -1.32, 0.84], [-1.87, -1.95, 3.11], [-0.71, -2.65, 3.06], [-2.54, -1.92, 4.31], [-2.01, -2.55, 5.40], [0.08, -1.81, -2.70], [-0.42, 0.00, -4.08], [-1.42, 1.35, -3.06], [0.40, 1.75, -4.75], [-1.86, 0.63, -5.43], [-2.14, -0.95, -3.37], [0.73, 0.34, -2.33]]}

=====

(3)
{"formula": "C30H69NO11", "method": "ωB97M-V/def2-TZVPD", "homo_ev": -9.2, "orbital_gap_ev": 6.69, "e_tot_ha": -2066.0659, "charge": 0, "e_lumo_ev": -2.5, "species": ["C", "C", "O", "N", "H", "H", "C", "H", "H", "H", "H", "H", "H", "O", "H", "C", "C", "C", "O", "H", "H", "H", "H", "H", "H", "H", "H", "C", "C", "C", "O", "H", "H", "H", "H", "H", "H", "H", "H", "C", "C", "C", "O", "H", "H", "H", "H", "H", "H", "H", "H", "C", "C", "C", "O", "H", "H", "H", "H", "H", "H", "H", "H", "C", "C", "C", "O", "H", "H", "H", "H", "H", "H", "H", "H", "C", "C", "C", "O", "H", "H", "H", "H", "H", "H", "H", "H", "C", "C", "C", "O", "H", "H", "H", "H", "H", "H", "H", "H", "C", "C", "C", "O", "C", "C", "C", "O", "H", "H", "H", "H"], "positions_angstrom": [[0.29, 1.30, -3.08], [0.41, 0.27, -1.85], [0.91, -0.82, -1.98], [-0.12, 0.72, -0.50], [-0.07, 1.71, -0.53], [-1.16, 0.60, -0.49], [0.52, 0.13, 0.69], [0.66, 2.11, -2.81], [-0.73, 1.59, -3.10], [0.63, 0.74, -3.97], [0.39, -1.03, 0.53], [0.17, 0.44, 1.60], [1.58, 0.16, 0.39], [-2.62, 0.84, -0.37], [-3.11, -0.03, -0.43], [-0.71, 5.67, -1.41], [-1.86, 4.63, -1.58], [-2.15, 4.53, -3.09], [-1.41, 3.41, -1.00], [-0.71, 6.53, -1.90], [0.03, 5.09, -1.83], [-0.44, 5.94, -0.56], [-2.55, 5.01, -0.97], [-2.88, 3.95, -3.17], [-1.17, 4.27, -3.72], [-2.40, 5.27, -3.45], [-2.17, 2.82, -1.10], [1.63, -2.64, -4.81], [2.02, -3.59, -3.57], [1.05, -4.56, -3.16], [3.33, -4.08, -3.93], [0.49, -2.39, -4.69], [1.91, -3.00, -5.83], [2.15, -1.67, -4.83], [2.35, -2.88, -2.78], [0.53, -5.10, -4.03], [0.16, -4.03, -2.77], [1.28, -5.39, -2.43], [3.62, -4.46, -3.28], [-1.66, -3.31, 0.35], [-1.70, -3.70, 1.89], [-1.54, -5.14, 2.19], [-0.58, -3.07, 2.67], [-0.71, -3.62, -0.06], [-1.69, -2.37, 0.28], [-2.44, -3.80, -0.07], [-2.49, -3.18, 2.38], [-0.64, -5.38, 1.82], [-2.33, -5.64, 1.73], [-1.28, -5.29, 3.29], [-0.62, -2.06, 2.86], [-4.76, -0.21, -4.00], [-3.61, -0.47, -3.18], [-2.62, -1.44, -4.03], [-2.88, 0.77, -3.09], [-5.52, 0.32, -3.46], [-5.36, -1.22, -4.07], [-4.83, 0.10, -4.97], [-3.91, -0.88, -2.31], [-2.23, -0.72, -4.86], [-3.40, -2.20, -4.05], [-1.77, -1.84, -3.53], [-2.87, 0.72, -2.24], [-3.15, 2.93, 4.02], [-2.41, 2.88, 2.77], [-0.92, 3.45, 2.79], [-2.47, 1.56, 2.29], [-2.82, 2.40, 4.87], [-4.13, 2.54, 3.83], [-3.20, 3.88, 4.14], [-3.01, 3.52, 2.19], [-0.33, 2.84, 3.30], [-0.89, 4.31, 3.12], [-0.64, 3.59, 1.78], [-2.78, 1.72, 1.47], [3.65, -2.90, 0.69], [2.57, -3.59, 1.57], [3.31, -4.77, 2.29], [2.27, -2.62, 2.51], [4.43, -2.54, 1.25], [3.24, -2.14, 0.26], [3.89, -3.75, -0.17], [1.65, -4.02, 0.99], [3.97, -4.54, 2.90], [3.76, -5.52, 1.82], [2.54, -5.24, 3.01], [1.47, -2.88, 2.66], [-0.44, -2.07, 5.56], [-0.77, -0.71, 5.26], [0.33, 0.43, 5.17], [-1.33, -0.63, 3.93], [0.57, -2.56, 5.23], [-1.38, -2.81, 5.32], [-0.12, -1.89, 6.54], [-1.69, -0.23, 5.71], [1.01, 0.35, 6.02], [-0.27, 1.51, 5.13], [1.04, 0.46, 4.25], [-1.44, 0.25, 3.38], [4.39, 2.64, -0.45], [5.85, 3.11, -0.30], [6.09, 4.63, -0.65], [7.16, 5.05, -0.85], [4.89, 5.42, -0.73], [3.57, 4.91, -0.71], [3.25, 3.47, -0.74], [2.12, 2.98, -0.92], [4.04, 1.55, -0.54], [6.59, 2.35, -0.12], [5.21, 6.63, -0.83], [2.86, 5.52, -0.72]]}